Entry 1:
The following is a DFT calculation (wB97M-V/def2-TZVPD) of a 8-piece molecular cluster, C29H58O13 overall in a non-equilibrium geometry.

Values from the calculation:
SMILES = CCOC(C)=O.CCOC(C)=O.CCOC(C)=O.CCOC(C)=O.CCOC(C)=O.CC(C)=O.CC(C)=O.CC(C)=O
HOMO level = -9.39 eV
LUMO = 0.0170 hartree
max |F| = 0.213 hartree/bohr
energy relative to the best compared isomer or geometry (same formula, charge and spin) = 1137.7 kJ/mol
molecular weight = 614.77 g/mol

Last column: Löwdin charge in e.
Cartesian coordinates (Å):
C 4.61 3.95 -3.73  -0.050
C 3.14 3.39 -3.54  -0.191
O 2.89 2.41 -4.50  0.003
C 1.81 1.71 -4.56  -0.551
C 1.85 0.49 -5.43  0.033
O 0.75 2.06 -4.01  0.071
H 4.65 4.74 -2.90  0.098
H 5.13 4.20 -4.57  0.021
H 5.39 3.21 -3.42  0.078
H 2.76 3.30 -2.42  0.160
H 2.59 4.16 -3.95  0.083
H 2.95 0.27 -5.63  0.111
H 1.42 0.65 -6.40  0.086
H 1.31 -0.18 -4.87  0.046
C 2.97 -2.85 -0.65  -0.040
C 3.18 -4.40 -0.69  -0.119
O 3.28 -4.83 0.77  -0.067
C 3.39 -6.26 0.94  -0.494
C 3.51 -6.52 2.42  0.031
O 3.40 -7.03 0.04  0.133
H 2.34 -2.40 -0.03  0.024
H 2.79 -2.51 -1.54  0.005
H 3.96 -2.34 -0.57  0.100
H 2.13 -4.62 -1.17  0.130
H 3.92 -4.69 -1.23  0.050
H 4.46 -6.42 2.70  0.038
H 2.92 -7.48 2.64  0.128
H 2.81 -5.78 2.77  0.075
C -0.47 -4.52 0.68  -0.060
C -0.88 -3.69 -0.41  -0.236
O -0.10 -3.98 -1.58  -0.025
C -0.24 -3.16 -2.68  -0.473
C 0.49 -3.77 -3.78  0.016
O -0.92 -2.09 -2.78  0.044
H -0.65 -4.06 1.60  0.065
H 0.56 -4.66 0.75  0.047
H -0.90 -5.57 0.68  0.125
H -1.92 -3.84 -0.56  0.107
H -0.76 -2.65 -0.19  0.103
H 1.27 -4.30 -3.31  0.065
H 0.90 -2.82 -4.31  0.123
H -0.02 -4.18 -4.64  0.099
C 1.63 9.08 -0.05  -0.010
C 1.31 7.68 -0.58  -0.203
O 0.79 6.83 0.45  -0.011
C 0.45 5.54 0.04  -0.553
C -0.21 4.80 1.16  0.048
O 0.64 5.09 -1.02  0.132
H 1.91 9.72 -0.70  0.020
H 2.22 8.74 0.81  0.111
H 0.90 9.38 0.46  0.002
H 0.64 7.62 -1.34  0.083
H 2.29 7.32 -0.95  0.131
H -0.09 5.08 2.08  0.007
H 0.50 3.89 0.92  0.134
H -1.31 4.63 1.09  0.104
C -4.57 -0.31 -0.88  -0.019
C -4.29 -1.71 -0.27  -0.175
O -4.10 -1.65 1.18  -0.064
C -3.82 -2.80 1.97  -0.532
C -3.57 -2.45 3.41  0.005
O -3.63 -3.91 1.59  0.112
H -5.24 0.19 -0.51  -0.062
H -4.59 -0.34 -1.97  0.100
H -3.64 0.44 -0.72  0.127
H -5.10 -2.50 -0.38  0.140
H -3.57 -2.23 -0.82  0.073
H -4.70 -1.97 3.58  0.153
H -2.71 -1.95 3.70  0.031
H -3.61 -3.45 4.08  0.132
C 0.22 -1.29 6.64  0.005
C 1.34 -1.20 5.63  -0.399
C 1.41 -2.14 4.47  -0.043
O 2.31 -0.31 5.69  -0.025
H 0.54 -1.66 7.63  0.112
H -0.56 -1.67 6.23  -0.005
H 0.17 -0.24 6.86  0.087
H 0.54 -2.23 3.94  0.019
H 2.05 -3.18 4.81  0.171
H 2.08 -1.83 3.66  0.068
C -0.87 0.15 -0.01  -0.027
C 0.63 0.18 0.34  -0.487
C 1.50 1.02 -0.61  -0.011
O 1.03 -0.31 1.36  0.065
H -1.28 1.21 0.03  0.099
H -1.45 -0.59 0.61  0.080
H -0.99 -0.02 -1.09  0.069
H 1.37 0.54 -1.56  0.056
H 2.53 0.80 -0.27  0.082
H 1.53 2.14 -0.74  0.082
C -5.02 2.44 1.69  -0.020
C -4.67 2.86 0.32  -0.447
C -5.58 2.95 -0.85  -0.021
O -3.47 3.18 0.02  -0.005
H -5.86 1.64 1.74  0.119
H -5.26 3.00 2.51  0.039
H -4.07 1.96 2.14  0.121
H -6.20 2.17 -0.75  0.021
H -5.03 2.77 -1.68  0.054
H -6.16 3.93 -1.02  0.137

---

Entry 2:
The following is a DFT calculation (wB97M-V/def2-TZVPD) of C16H26CoN4OP2 as an isolated structure in a non-equilibrium geometry.

Values from the calculation:
total charge = +2
HOMO level (spin up / spin down) = -12.10 / -14.75 eV
LUMO (spin up / spin down) = -0.2154 / -0.3101 hartree
max |F| = 0.068 hartree/bohr
energy relative to the best compared isomer or geometry (same formula, charge and spin) = 32.1 kJ/mol
expectation value of S² = 8.80
spin multiplicity = 6
molecular weight = 411.29 g/mol

Last column: Mulliken spin population.
Cartesian coordinates (Å):
Co -0.46 0.03 0.26  2.733
P -1.04 -2.03 -0.86  0.524
P -2.49 0.53 1.06  0.079
N 1.07 -0.04 -1.05  0.058
N -0.34 1.90 -0.15  0.543
H 2.28 1.37 -2.11  0.003
H 1.36 3.15 -0.24  0.028
H 2.59 1.29 -0.37  0.003
C 1.80 1.25 -1.13  0.008
H 0.55 2.87 -1.80  0.025
C 0.84 2.39 -0.85  -0.035
H 1.67 -0.72 -2.93  0.006
H -1.21 3.82 -0.09  0.012
C 1.11 -0.91 -2.01  0.024
C -1.32 2.76 0.19  -0.050
H 1.03 -2.96 -1.37  0.013
C 0.41 -2.23 -1.91  -0.009
H 0.17 -2.68 -2.88  -0.020
H -3.68 0.17 0.40  0.036
H -2.75 0.30 2.46  0.038
H -2.19 -2.70 -1.30  0.043
H -0.67 -2.55 0.45  0.225
O -1.60 -0.49 -1.29  0.097
C -1.49 0.18 -2.66  0.065
C -1.75 -0.82 -3.72  0.009
C -2.42 1.36 -2.65  0.036
H -0.42 0.50 -2.72  -0.007
H -0.92 -1.52 -3.82  -0.002
H -2.68 -1.36 -3.48  0.001
H -1.87 -0.30 -4.68  0.000
H -2.20 2.10 -1.89  -0.007
H -2.35 1.83 -3.63  0.004
H -3.47 1.06 -2.52  -0.004
C -2.46 2.28 0.82  0.440
H -3.29 2.95 1.03  -0.014
N 1.21 0.94 3.70  0.022
C 0.42 1.15 2.63  0.042
N 0.55 0.13 1.77  0.038
C 1.49 -0.77 2.29  -0.005
C 1.91 -2.03 1.88  -0.043
C 2.72 -2.77 2.76  -0.005
C 3.08 -2.24 4.01  0.000
C 2.67 -0.98 4.42  0.005
C 1.91 -0.26 3.52  0.001
H 1.24 1.58 4.48  0.000
H -0.28 1.97 2.49  -0.008
H 1.60 -2.40 0.92  0.048
H 3.07 -3.76 2.47  -0.001
H 3.68 -2.85 4.68  0.000
H 2.92 -0.53 5.39  0.000

---

Entry 3:
The following is a DFT calculation (wB97M-V/def2-TZVPD) of a 10-piece molecular cluster, C31H72Cl4N7O11P overall in a non-equilibrium geometry.

Values from the calculation:
SMILES = CCOP(=O)(OCC)OCC.CN(C)C=O.CN(C)C=O.CN(C)C=O.CN(C)C=O.CN(C)C=O.CN(C)C=O.CN(C)C=O.ClCCCl.ClCCCl
HOMO level = -8.80 eV
LUMO = 0.0136 hartree
max |F| = 0.091 hartree/bohr
molecular weight = 891.74 g/mol

Last column: Löwdin charge in e.
Cartesian coordinates (Å):
C 5.48 -1.51 4.80  -0.060
C 4.90 -1.30 6.17  -0.305
O 4.72 0.11 6.32  -0.205
P 3.28 0.88 6.57  0.556
O 3.29 2.39 6.41  -0.270
O 2.31 0.13 5.53  -0.195
C 0.90 0.37 5.56  -0.254
C 0.46 1.21 4.34  -0.097
O 2.69 0.32 8.03  -0.216
C 3.12 0.90 9.29  -0.268
C 4.19 0.06 9.91  -0.089
H 6.39 -0.94 4.61  0.084
H 5.79 -2.55 4.91  0.081
H 4.69 -1.24 4.10  0.084
H 4.05 -1.96 6.36  0.119
H 5.47 -1.53 7.07  0.114
H 0.38 -0.56 5.31  0.108
H 0.55 0.82 6.49  0.118
H 0.92 0.86 3.41  -0.007
H -0.60 1.29 4.10  0.053
H 0.87 2.20 4.52  0.077
H 3.49 1.93 9.26  0.120
H 2.26 0.78 9.95  0.114
H 5.17 0.41 9.58  0.079
H 3.99 0.06 10.98  0.081
H 4.16 -0.96 9.52  0.076
C -2.06 -2.53 2.48  -0.104
N -3.31 -1.88 2.47  -0.194
C -3.56 -1.32 3.78  -0.034
C -4.05 -1.67 1.37  -0.309
O -5.05 -0.94 1.38  -0.009
H -1.94 -3.27 3.28  0.096
H -1.30 -1.75 2.57  0.034
H -1.85 -3.17 1.63  0.084
H -3.08 -0.34 3.75  0.079
H -4.64 -1.18 3.91  0.096
H -3.10 -1.79 4.64  0.093
H -3.63 -2.19 0.50  0.136
C 4.12 3.50 -3.12  -0.052
N 2.82 3.19 -2.49  -0.169
C 1.99 2.16 -3.07  -0.078
C 2.40 3.89 -1.34  -0.229
O 1.37 3.60 -0.63  -0.067
H 4.45 4.48 -2.76  0.079
H 4.04 3.64 -4.20  0.078
H 4.91 2.76 -3.08  0.086
H 1.91 2.27 -4.16  0.094
H 2.28 1.13 -2.88  0.060
H 0.99 2.40 -2.71  0.046
H 2.99 4.80 -1.13  0.129
C -1.64 -6.23 -0.58  -0.090
N -0.78 -5.07 -0.64  -0.175
C 0.51 -5.34 0.00  -0.073
C -1.10 -3.88 -1.29  -0.285
O -0.37 -2.92 -1.35  0.001
H -2.66 -6.01 -0.92  0.085
H -1.91 -6.66 0.38  0.083
H -1.24 -7.10 -1.08  0.091
H 1.33 -5.53 -0.68  0.047
H 0.83 -4.41 0.47  0.057
H 0.41 -6.07 0.80  0.096
H -2.16 -3.97 -1.58  0.138
C -0.08 4.71 -5.80  -0.026
N -0.87 3.94 -4.83  -0.180
C -0.87 4.69 -3.58  -0.064
C -1.47 2.74 -4.96  -0.315
O -1.49 2.08 -6.03  -0.050
H -0.11 4.10 -6.70  0.087
H 0.95 4.68 -5.43  0.083
H -0.48 5.72 -5.90  0.092
H -1.49 4.21 -2.82  0.082
H 0.13 4.92 -3.21  0.078
H -1.29 5.68 -3.76  0.084
H -1.92 2.21 -4.10  0.101
C -2.70 2.88 2.42  -0.072
N -2.80 2.79 0.99  -0.199
C -1.75 3.41 0.25  -0.070
C -3.89 2.20 0.38  -0.340
O -4.04 2.28 -0.78  0.042
H -1.66 2.68 2.71  0.064
H -3.18 2.10 3.01  0.072
H -3.06 3.81 2.87  0.090
H -2.04 4.47 0.27  0.101
H -0.79 3.40 0.76  0.078
H -1.75 2.93 -0.73  0.059
H -4.59 1.73 1.09  0.134
C -5.72 1.58 -4.35  -0.065
N -5.27 0.20 -4.12  -0.161
C -4.49 0.04 -2.86  -0.023
C -5.70 -0.77 -4.94  -0.320
O -5.39 -2.00 -4.94  -0.062
H -4.87 2.26 -4.34  0.076
H -6.25 2.04 -3.52  0.081
H -6.37 1.83 -5.19  0.086
H -5.04 0.55 -2.08  0.069
H -4.58 -1.02 -2.63  0.088
H -3.50 0.51 -2.88  0.035
H -6.47 -0.45 -5.66  0.127
C -0.84 -2.36 -5.79  -0.036
N 0.58 -1.92 -5.61  -0.185
C 1.30 -1.65 -6.85  -0.052
C 1.12 -1.70 -4.34  -0.306
O 2.31 -1.46 -4.20  -0.017
H -0.80 -3.45 -5.80  0.082
H -1.40 -1.92 -6.62  0.089
H -1.37 -2.09 -4.88  0.073
H 0.61 -1.04 -7.43  0.086
H 2.10 -0.93 -6.64  0.080
H 1.68 -2.57 -7.28  0.091
H 0.37 -1.77 -3.53  0.088
Cl 3.71 -4.62 -0.23  0.614
C 3.19 -2.96 -0.06  -0.676
C 3.80 -1.98 -1.09  -0.644
Cl 3.66 -0.29 -0.64  0.628
H 3.54 -2.88 0.96  0.047
H 2.10 -2.89 -0.13  0.023
H 3.29 -2.21 -2.02  0.053
H 4.84 -2.24 -1.29  0.067
Cl -0.84 0.41 -2.07  0.685
C 0.42 0.13 -0.88  -0.661
C -0.30 -0.32 0.36  -0.608
Cl 0.84 -0.80 1.67  0.644
H 0.99 1.04 -0.74  0.044
H 0.98 -0.68 -1.35  0.025
H -0.93 -1.21 0.32  0.027
H -0.95 0.46 0.75  0.065

---

Entry 4:
The following is a DFT calculation (wB97M-V/def2-TZVPD) of one molecule with the formula C8H15ClO2 in a non-equilibrium geometry.

Values from the calculation:
SMILES = CCCCCCC(=O)OCCl
HOMO level = -10.23 eV
LUMO = 0.0318 hartree
max |F| = 0.099 hartree/bohr
energy relative to the best compared isomer or geometry (same formula, charge and spin) = 362.2 kJ/mol
molecular weight = 178.66 g/mol

Last column: Löwdin charge in e.
Cartesian coordinates (Å):
C 2.98 -1.89 -0.07  -0.152
C 1.96 -1.22 0.85  -0.343
C 0.85 -0.42 0.20  -0.334
C 1.15 0.53 -0.93  -0.213
C -0.08 1.52 -1.34  -0.124
C -1.05 2.15 -0.18  -0.088
C -1.92 1.21 0.45  -0.531
O -1.85 1.14 1.68  0.046
O -2.71 0.38 -0.37  -0.095
C -3.34 -0.63 0.58  -0.509
Cl -3.83 -1.90 -0.56  0.595
H 3.44 -1.13 -0.82  0.085
H 3.77 -2.17 0.65  0.046
H 2.61 -2.99 -0.58  0.142
H 1.51 -1.97 1.63  0.134
H 2.25 -0.22 1.49  0.145
H -0.11 -1.17 -0.04  0.160
H 0.53 0.13 1.24  0.140
H 1.38 -0.12 -1.96  0.158
H 2.06 1.22 -0.63  0.139
H 0.42 2.31 -1.79  0.054
H -0.68 0.95 -2.08  0.109
H -1.80 2.94 -0.54  0.160
H -0.61 2.52 0.78  0.134
H -2.63 -0.82 1.31  0.045
H -4.32 -0.34 1.03  0.097

---

Entry 5:
The following is a DFT calculation (wB97M-V/def2-TZVPD) of one molecule with the formula C5H11N in a non-equilibrium geometry.

Values from the calculation:
SMILES = CC[C@H]1CN1C
HOMO level = -8.61 eV
LUMO = 0.0420 hartree
max |F| = 0.049 hartree/bohr
energy relative to the best compared isomer or geometry (same formula, charge and spin) = 345.5 kJ/mol
molecular weight = 85.15 g/mol

Last column: Löwdin charge in e.
Cartesian coordinates (Å):
C 2.53 -0.34 0.38  -0.110
C 1.32 -0.47 -0.55  -0.257
C -0.01 -0.39 0.18  -0.139
C -0.54 0.97 0.41  -0.238
N -1.28 0.43 -0.68  -0.113
C -2.62 0.02 -0.18  -0.133
H 2.59 0.64 0.86  0.069
H 2.51 -1.10 1.18  0.072
H 3.46 -0.49 -0.18  0.069
H 1.36 0.33 -1.31  0.109
H 1.38 -1.43 -1.08  0.104
H -0.79 -1.03 -0.24  0.101
H 0.12 1.76 0.04  0.118
H -1.07 1.24 1.32  0.104
H -3.21 -0.44 -0.97  0.074
H -3.12 0.94 0.14  0.082
H -2.62 -0.66 0.70  0.088